(1)
Formula: C60H171N9O33
Source: the OMol25 dataset
Level of theory: ωB97M-V/def2-TZVPD

Summary:
HOMO energy = -8.83 eV
molecular weight = 1547.058 g mol⁻¹
orbital gap = 9.03 eV
charge = 0
LUMO level = 0.20 eV

Last column: Mulliken charge in e.
Positions of all 273 atoms, in Å:
C  -17.38069  -1.71422  8.08254  -0.70
C  -16.91330  -2.94830  8.87328  0.41
C  -15.48933  -2.83628  9.50203  -0.93
O  -15.38632  -1.77411  10.41789  -0.01
C  -14.06621  -1.73755  11.07852  -0.93
N  -17.93146  -3.38232  9.81770  -0.38
H  -18.41569  -1.67631  7.74278  -0.30
H  -16.79316  -1.41601  7.21422  -0.24
H  -17.34558  -0.87018  8.77136  0.32
H  -16.79619  -3.70846  8.10092  0.38
H  -14.74888  -2.70518  8.71295  0.49
H  -15.25200  -3.77302  10.00630  0.34
H  -13.96687  -0.68410  11.34020  0.22
H  -13.31164  -1.89899  10.30867  0.41
H  -14.00369  -2.35993  11.97118  0.28
H  -17.52773  -4.21891  10.21421  0.47
H  -17.73763  -2.78712  10.61033  -0.30
C  -23.36703  -0.09578  12.84177  -1.39
C  -23.13251  0.60073  11.50225  0.38
C  -22.45723  -0.33212  10.50610  -0.88
O  -22.14563  0.50207  9.36060  0.16
C  -21.39927  -0.30978  8.42053  -0.13
N  -24.41516  1.05615  11.03723  -0.54
H  -24.18607  0.19348  13.50026  0.37
H  -22.61884  0.29805  13.52967  0.39
H  -23.18963  -1.17119  12.83145  0.31
H  -22.42409  1.41975  11.62658  0.08
H  -23.10048  -1.15287  10.18877  0.27
H  -21.57807  -0.71090  11.02736  0.21
H  -20.63305  -0.82927  8.99598  0.28
H  -20.84124  0.33598  7.74252  -0.56
H  -22.07089  -1.02628  7.94762  0.47
H  -24.75988  1.46591  11.89360  0.30
H  -25.02544  0.25141  11.02937  0.23
C  -14.80009  2.26422  5.35411  -0.79
C  -15.46829  2.15707  4.06543  3.44
C  -14.43331  2.13728  2.88770  -1.79
O  -13.73369  3.39199  2.90254  -0.05
C  -12.88344  3.51788  1.80605  -1.05
N  -16.37674  1.03978  4.10532  2.11
H  -15.55794  2.40706  6.12441  0.18
H  -14.17698  3.15741  5.39928  -0.10
H  -14.20837  1.39616  5.64469  -0.19
H  -16.05894  3.06301  3.92936  -0.99
H  -15.01134  2.11381  1.96389  0.61
H  -13.77963  1.26503  2.88683  0.34
H  -12.83066  2.75953  1.02488  0.38
H  -11.89627  3.48505  2.26705  0.36
H  -12.91338  4.51349  1.36337  0.18
H  -17.06539  1.16465  4.83351  -1.36
H  -15.91828  0.16071  4.29806  -0.44
C  -18.55156  -1.58106  14.24813  -1.69
C  -17.86719  -1.31745  12.89099  2.05
C  -17.34453  0.11999  12.84128  -0.89
O  -18.30644  1.16264  12.64383  -0.54
C  -18.65470  1.44388  11.21705  0.15
N  -16.87533  -2.32106  12.76672  -0.56
H  -19.18391  -2.46439  14.33731  0.39
H  -19.21877  -0.79762  14.60752  0.35
H  -17.81545  -1.67098  15.04698  0.39
H  -18.52565  -1.45312  12.03301  -0.65
H  -16.65730  0.26327  12.00745  0.31
H  -16.75979  0.29499  13.74436  0.34
H  -17.77297  1.61143  10.59852  0.22
H  -19.29545  2.32339  11.28040  0.12
H  -19.22722  0.60534  10.82059  -0.11
H  -16.26185  -1.91697  12.07356  -0.11
H  -16.23479  -2.32852  13.54758  0.47
C  -13.14591  8.34970  7.60770  -1.79
C  -13.02182  6.85705  7.23889  1.40
C  -13.82443  6.48029  5.97311  -0.41
O  -15.26680  6.61144  6.07940  -0.61
C  -15.93182  6.20432  4.88535  -0.24
N  -11.61558  6.77608  6.89926  -0.76
H  -12.70535  9.11187  6.96497  0.43
H  -12.72484  8.68542  8.55538  0.45
H  -14.21287  8.55479  7.69498  0.40
H  -13.30666  6.31142  8.13848  -0.28
H  -13.56740  5.43269  5.81639  -0.21
H  -13.43331  7.08876  5.15770  0.30
H  -16.91395  6.66971  4.80206  0.20
H  -16.09741  5.14251  4.70303  -0.25
H  -15.33991  6.43407  3.99938  0.53
H  -11.19218  7.40050  7.57078  0.30
H  -11.29691  5.82349  7.00471  0.23
C  -17.74469  -3.72269  4.16632  -1.70
C  -16.90462  -2.77043  3.27242  3.18
C  -15.45914  -2.54043  3.85531  -1.20
O  -15.59756  -1.66704  4.88152  0.05
C  -14.40509  -1.44484  5.57961  -1.05
N  -16.75144  -3.24015  1.92490  -0.54
H  -17.73147  -3.20685  5.12644  0.29
H  -17.39156  -4.74801  4.27638  0.33
H  -18.71112  -3.93297  3.70818  0.42
H  -17.45597  -1.83019  3.26418  -1.87
H  -14.66704  -2.31816  3.14029  0.47
H  -15.16374  -3.54002  4.17417  0.51
H  -13.70035  -0.90926  4.94353  0.22
H  -13.98770  -2.32826  6.06277  0.40
H  -14.74687  -0.83710  6.41743  0.29
H  -16.17605  -4.06983  1.95074  0.44
H  -16.19826  -2.49958  1.51791  -0.46
C  -21.67271  -3.90905  9.52234  -1.08
C  -21.05128  -4.75247  8.45434  0.47
C  -20.53592  -3.97097  7.15876  0.52
O  -21.61371  -3.33484  6.44581  -0.43
C  -21.11656  -2.78330  5.25772  -0.57
N  -19.89328  -5.34650  9.08832  -0.91
H  -21.92852  -4.47173  10.42015  0.47
H  -22.59307  -3.48392  9.12200  0.24
H  -20.93555  -3.14796  9.77815  0.08
H  -21.65602  -5.59706  8.12408  0.32
H  -20.07171  -4.68095  6.47427  0.52
H  -19.77910  -3.23178  7.42130  -0.81
H  -21.78374  -2.25200  4.57897  0.30
H  -20.76979  -3.63636  4.67450  0.44
H  -20.25306  -2.12135  5.32327  0.03
H  -20.17142  -5.56186  10.03508  0.31
H  -19.15476  -4.67804  9.25517  0.34
C  -25.07811  -2.23741  2.71575  -1.49
C  -25.40169  -2.49575  1.27303  0.31
C  -25.88467  -1.23156  0.54322  -0.20
O  -26.14907  -1.54385  -0.76490  -0.37
C  -26.39033  -0.42509  -1.53269  -0.61
N  -24.31293  -3.25007  0.68964  -0.69
H  -24.24275  -1.53995  2.77761  0.10
H  -25.08227  -3.23878  3.14627  0.53
H  -25.91142  -1.79555  3.26205  0.43
H  -26.23447  -3.19282  1.36604  0.45
H  -25.09616  -0.47901  0.53789  -0.30
H  -26.81362  -0.87087  0.98487  0.57
H  -27.20569  0.16907  -1.12008  0.29
H  -26.61549  -0.76114  -2.54486  0.23
H  -25.42693  0.08374  -1.50025  0.21
H  -24.57375  -3.60095  -0.22083  0.27
H  -24.32017  -4.09620  1.24112  0.26
C  -14.31967  3.07936  9.85662  -0.95
C  -12.90790  2.50573  10.20433  0.71
C  -12.09353  2.14104  8.97564  -0.74
O  -11.83727  3.31268  8.12706  -0.11
C  -11.05480  2.87296  7.04577  -0.79
N  -12.22532  3.43641  11.02172  -0.74
H  -14.79650  2.31457  9.24357  0.14
H  -14.39809  3.93887  9.19089  -0.05
H  -14.88236  3.17342  10.78540  0.50
H  -13.08859  1.64492  10.84812  -0.05
H  -12.58073  1.39944  8.34258  0.25
H  -11.18148  1.64823  9.31240  0.39
H  -10.12191  2.35193  7.26103  0.32
H  -10.85802  3.75386  6.43472  0.36
H  -11.55738  2.15446  6.39825  0.18
H  -12.34803  4.35559  10.62155  0.33
H  -11.22479  3.30321  10.98581  0.25
C  -21.83542  2.98730  0.82140  -0.55
C  -22.25380  1.60420  0.51953  -0.21
O  -21.98311  0.65256  1.53696  0.25
O  -20.44950  3.19149  0.83538  0.96
H  -22.21849  3.24406  1.80904  -0.11
H  -22.22565  3.71340  0.10823  0.61
H  -21.81211  1.16518  -0.37504  -0.10
H  -23.33715  1.60766  0.39941  0.18
H  -22.01078  -0.21279  1.12222  0.11
H  -20.14892  2.71872  1.61496  -0.45
C  -18.97146  4.69827  8.51951  -0.45
C  -17.57755  5.01638  7.86362  0.93
O  -17.38864  6.45965  7.86814  -0.73
O  -19.16773  3.28397  8.44924  0.24
H  -19.79339  5.28251  8.10575  -0.35
H  -18.93879  5.03412  9.55596  0.37
H  -17.55669  4.73484  6.81081  -0.41
H  -16.83491  4.49426  8.46693  -0.01
H  -16.74429  6.70655  7.20073  0.51
H  -20.01576  3.08270  8.85165  -0.05
C  -23.11214  6.99283  5.64046  -0.32
C  -22.48162  8.12562  6.39343  -0.81
O  -21.22613  8.50608  5.84788  -0.59
O  -22.42483  5.77031  5.91851  0.01
H  -23.23829  7.20258  4.57829  0.28
H  -24.09206  6.91069  6.11068  0.39
H  -22.36282  7.87016  7.44639  0.27
H  -23.14074  8.99117  6.46050  0.42
H  -20.59012  7.82851  6.08872  0.26
H  -23.05469  5.08150  5.69398  -0.03
C  -14.20018  -3.07695  -2.10187  -0.78
C  -15.04184  -2.46436  -0.95648  0.36
O  -14.76509  -1.06058  -0.89067  -0.60
O  -12.77324  -2.92732  -2.06812  -0.53
H  -14.46042  -2.43752  -2.94537  0.33
H  -14.57383  -4.06024  -2.38760  0.37
H  -14.86301  -2.92162  0.01667  0.11
H  -16.09684  -2.66365  -1.14450  0.05
H  -15.19017  -0.75453  -0.08616  0.53
H  -12.49423  -3.10602  -2.96913  0.32
C  -16.38609  5.36598  0.93611  0.65
C  -15.59272  6.62523  0.85081  -0.99
O  -16.23492  7.74875  1.30811  -0.55
O  -17.52868  5.44161  0.16997  -0.50
H  -16.69731  5.35192  1.98064  -0.43
H  -15.85000  4.43349  0.75958  0.26
H  -15.35817  6.74468  -0.20693  0.44
H  -14.63964  6.43582  1.34463  0.25
H  -16.48131  8.27510  0.54401  0.35
H  -18.12980  6.09952  0.52692  0.17
C  -20.89521  -1.20827  -1.95846  0.19
C  -22.24969  -1.69696  -1.33562  -0.51
O  -22.26953  -1.64736  0.08611  -0.48
O  -19.93515  -2.27511  -2.15195  -0.69
H  -20.48292  -0.40808  -1.34379  -0.46
H  -21.12897  -0.75501  -2.92179  0.38
H  -22.35124  -2.74681  -1.61056  0.46
H  -23.12884  -1.13610  -1.65285  0.26
H  -22.92741  -2.29176  0.35728  0.26
H  -19.54498  -2.44050  -1.29055  0.35
C  -18.81514  3.31831  -2.04971  0.69
C  -18.81837  2.51833  -3.35154  -0.14
O  -17.45827  2.13910  -3.79628  -0.55
O  -18.31626  4.60089  -2.26605  -0.62
H  -18.26644  2.78644  -1.27245  -0.15
H  -19.85220  3.48996  -1.76137  -0.09
H  -19.43370  2.98263  -4.12219  0.34
H  -19.28487  1.55624  -3.13974  -0.13
H  -17.53164  1.20916  -4.02308  0.32
H  -18.12227  4.91329  -1.37927  0.58
C  -19.66905  5.33428  3.63110  1.78
C  -20.51466  6.28835  2.83170  -0.63
O  -20.24554  6.10615  1.45045  -0.66
O  -19.77496  5.49194  5.03886  0.86
H  -18.61434  5.32889  3.35605  -1.13
H  -20.10745  4.36999  3.37411  -0.46
H  -20.19404  7.27264  3.17300  0.46
H  -21.54175  6.14708  3.16819  0.17
H  -20.58267  5.28720  1.07995  0.20
H  -20.67790  5.66567  5.31475  -0.53
C  -23.86352  2.90488  4.62054  0.53
C  -24.25662  1.50773  5.22167  -0.50
O  -23.36829  1.03011  6.26797  -0.18
O  -24.40854  3.97743  5.34317  -0.61
H  -24.30296  2.98647  3.62639  0.49
H  -22.81639  3.09048  4.38143  -0.51
H  -24.19620  0.89180  4.32440  -0.11
H  -25.32284  1.39387  5.41740  0.54
H  -23.56605  1.41594  7.12449  0.22
H  -25.36234  3.97863  5.45211  0.27
C  -23.82399  3.60264  9.08234  -0.94
C  -22.34415  3.89650  8.79095  0.56
O  -21.55656  3.05427  9.61514  -0.70
O  -24.26241  2.31405  8.62328  -0.74
H  -24.42747  4.32972  8.53895  0.37
H  -24.12088  3.64740  10.13017  0.31
H  -21.98530  4.91038  8.96807  0.51
H  -22.16905  3.69735  7.73370  -0.39
H  -21.82787  2.14131  9.49474  0.32
H  -24.29356  1.76125  9.40753  0.36
C  -18.47011  -0.75119  0.96758  1.06
C  -17.24216  0.05346  0.59745  0.45
O  -16.10857  -0.39526  1.28459  -0.53
O  -18.55934  -1.97163  0.21255  0.13
H  -19.32550  -0.19963  0.57747  -0.85
H  -18.65590  -0.84332  2.03767  -0.85
H  -17.42005  1.11065  0.79448  -0.47
H  -17.02243  0.02455  -0.46978  0.98
H  -16.14018  0.02450  2.14738  -0.47
H  -18.07139  -2.60950  0.73850  0.33
C  -19.79485  1.38650  3.82806  0.23
C  -19.61206  2.07285  5.24491  1.50
O  -18.44043  1.61167  5.99123  0.15
O  -18.94735  1.98661  2.84346  1.84
H  -20.84404  1.54392  3.57800  -0.23
H  -19.51860  0.33235  3.85132  -0.43
H  -20.36944  1.77973  5.97194  -0.42
H  -19.66050  3.15984  5.18006  -1.03
H  -18.46276  1.94973  6.88946  -0.69
H  -18.07258  1.68842  3.10318  -1.32

(2)
Formula: C29H37As3MoN6S
Source: the OMol25 dataset
Level of theory: ωB97M-V/def2-TZVPD

Summary:
HOMO energy (alpha / beta) = -18.78 / -18.80 eV
molecular weight = 822.430 g mol⁻¹
orbital gap (alpha / beta) = 6.07 / 4.69 eV
charge = +4
LUMO level (alpha / beta) = -12.71 / -14.11 eV
⟨S²⟩ = 2.437
2S+1 = 3

Last column: Mulliken charge in e.
Positions of all 77 atoms, in Å:
Mo  -10.45892  -12.84873  6.22488  -0.25
S  -17.97807  -13.86576  5.12168  0.33
N  -16.76017  -14.47357  4.28481  -0.61
C  -15.59264  -14.00507  4.75034  0.59
C  -14.26714  -14.31681  4.38832  0.60
C  -14.05969  -15.18985  3.34380  -0.81
C  -12.75764  -15.78189  3.27345  -1.04
C  -11.80141  -15.26613  4.21306  -0.68
N  -11.90359  -14.11561  4.85043  1.38
C  -13.22288  -13.70555  5.06966  -0.90
C  -13.44723  -12.61700  6.05710  0.61
N  -12.34135  -12.00650  6.63243  0.26
C  -12.59319  -11.04020  7.51681  -0.38
C  -13.87860  -10.74733  8.05609  -1.10
C  -14.97353  -11.46561  7.52825  -0.47
C  -14.72300  -12.50460  6.60774  0.23
C  -15.81298  -13.23644  5.92376  0.41
N  -17.07817  -13.12983  6.29833  -0.64
H  -14.94429  -15.56132  2.83982  0.58
H  -12.56222  -16.67227  2.70408  0.52
H  -10.83520  -15.77719  4.17709  0.40
H  -11.79873  -10.45415  7.93423  0.50
H  -13.93628  -9.97725  8.83933  0.50
H  -16.02972  -11.15854  7.84369  0.48
C  -8.68966  -10.06185  7.75795  -1.33
As  -8.79084  -12.01654  7.78387  1.14
C  -6.78698  -12.44732  7.80798  -1.21
C  -9.31265  -12.16405  9.70252  -0.54
C  -9.22404  -13.54262  10.40500  1.54
C  -7.91406  -14.35994  10.21990  -1.36
C  -10.35397  -14.35542  9.76075  -1.77
As  -10.32436  -14.74858  7.80234  1.23
C  -12.07818  -15.67559  7.80670  -1.32
C  -9.19844  -16.29173  7.47685  -1.28
C  -9.47531  -13.46793  11.91934  -1.72
As  -11.35946  -12.87096  12.44274  0.61
C  -11.11837  -10.88886  12.57166  -1.01
C  -11.38151  -13.33295  14.40241  -1.07
H  -9.66083  -9.75148  8.08681  0.40
H  -8.36817  -9.90746  6.75944  0.53
H  -7.84873  -9.88721  8.44070  0.50
H  -6.38333  -11.91893  8.65781  0.47
H  -6.38494  -12.02372  6.86224  0.48
H  -6.68492  -13.54028  7.88895  0.39
H  -10.37151  -11.75032  9.71570  -0.22
H  -8.65842  -11.42507  10.25931  0.53
H  -7.78223  -14.49639  9.15000  -0.14
H  -8.01654  -15.38380  10.67285  0.46
H  -7.00474  -13.95534  10.62018  0.42
H  -11.32946  -13.81421  9.83027  0.38
H  -10.33629  -15.38675  10.15591  0.59
H  -12.01870  -16.55384  8.41254  0.60
H  -12.44651  -15.89151  6.75725  0.35
H  -12.86389  -14.99312  8.17731  0.32
H  -9.21339  -16.95199  8.39320  0.41
H  -8.16379  -16.05727  7.14442  0.38
H  -9.70160  -16.78065  6.63920  0.49
H  -8.74358  -12.86628  12.37671  0.80
H  -9.35194  -14.45523  12.36732  0.63
H  -11.23421  -10.52341  11.54576  0.26
H  -10.16463  -10.60285  13.00343  0.41
H  -11.91808  -10.56821  13.27539  0.47
H  -10.48887  -13.05780  14.94638  0.42
H  -11.42550  -14.39269  14.42221  0.43
H  -12.22652  -12.90854  14.95675  0.41
N  -11.78999  -9.68678  1.12678  -0.32
C  -11.16539  -10.47998  1.77389  -0.53
C  -10.59014  -11.59091  2.44760  0.48
C  -9.88709  -12.57338  1.71379  -0.07
C  -9.10943  -13.55775  2.36988  -0.81
C  -9.04682  -13.56160  3.75173  -0.07
N  -9.61691  -12.46473  4.43179  -0.21
C  -10.36942  -11.45266  3.79631  -0.11
H  -10.00779  -12.65689  0.63037  0.52
H  -8.42793  -14.20671  1.84489  0.52
H  -8.15370  -14.06705  4.17982  0.41
H  -10.78432  -10.63563  4.30045  0.62

(3)
Formula: C2H3Cl2NS
Source: the OMol25 dataset
Level of theory: ωB97M-V/def2-TZVPD

Summary:
HOMO energy (alpha / beta) = -9.10 / -9.10 eV
molecular weight = 144.026 g mol⁻¹
orbital gap (alpha / beta) = 7.62 / 7.62 eV
charge = 0
LUMO level (alpha / beta) = -1.48 / -1.48 eV

Last column: Mulliken charge in e.
Positions of all 9 atoms, in Å:
C  0.08947  1.57507  0.80872  0.04
C  0.14644  -0.80725  -0.73274  -0.03
N  -0.78667  0.07843  -0.49996  -0.57
S  0.86441  1.30211  2.08407  -0.08
Cl  0.78677  -1.76064  0.69006  -0.22
Cl  -0.40533  -2.19366  -1.89743  -0.23
H  -0.36315  2.31179  0.21021  0.42
H  1.08304  -0.39030  -1.03041  0.36
H  -1.41497  -0.11554  0.36749  0.30